(1)
Below is C6H13NO3 in the gas phase at a distorted geometry, with properties calculated with ωB97M-V/def2-TZVPD.

Structure (ORCA input):
```
! wB97M-V def2-TZVPD RIJCOSX def2/J DEFGRID3
* xyz 0 1
C 3.984 5.804 0.097
C 3.683 4.435 0.702
N 2.354 3.940 0.396
C 1.228 4.628 0.996
C -0.039 3.789 0.844
C 0.134 2.372 1.400
O -0.772 1.517 0.736
C 1.574 1.894 1.171
O 2.366 1.693 2.063
O 1.821 1.359 -0.250
H 5.008 6.113 0.348
H 3.895 5.777 -0.999
H 3.299 6.574 0.481
H 4.414 3.697 0.342
H 3.792 4.466 1.798
H 2.263 3.403 -0.627
H 1.457 4.738 2.068
H 1.058 5.632 0.571
H -0.893 4.262 1.345
H -0.258 3.699 -0.231
H -0.035 2.373 2.488
H -0.845 0.683 1.211
H 0.950 1.148 -0.622
*
```

Summary:
* SMILES: CCNCC[C@@H](O)C(=O)O
* HOMO level: -8.5 eV
* energy relative to the best compared isomer or geometry (same formula, charge and spin): 51.4 kcal/mol

=====

(2)
Below is a molecular structure, C14H18N3O at a distorted geometry, with properties calculated with ωB97M-V/def2-TZVPD.

Structure (ORCA input):
```
! wB97M-V def2-TZVPD RIJCOSX def2/J DEFGRID3
* xyz 1 1
C -1.532 3.376 1.415
C -0.595 2.562 1.789
C 0.805 2.193 1.133
N 1.209 1.007 1.522
C 0.521 -0.003 1.366
N 1.060 -1.133 2.057
C 2.244 -0.694 2.645
C 2.556 0.796 2.181
O 3.371 1.627 2.468
H 2.466 -0.968 3.522
H 3.374 -1.382 2.095
N -0.583 -0.221 0.934
H -1.364 -0.785 1.312
H -1.178 0.573 0.942
C -0.605 -0.677 -0.592
C -0.053 -1.918 -0.637
C -0.039 -2.361 -2.083
C -0.596 -1.700 -3.005
C -1.146 -0.670 -2.901
C -1.368 -0.122 -1.411
C -2.072 1.256 -1.267
H -2.645 1.425 -1.945
H -2.854 0.913 -0.420
H -1.560 1.933 -0.765
H -1.452 -0.049 -3.723
H -0.460 -2.146 -4.147
C 0.742 -3.558 -2.393
H 1.834 -3.577 -3.022
H 0.160 -4.377 -2.723
H 1.180 -4.152 -1.423
H 0.615 -2.490 0.046
H 0.793 2.552 0.102
H 1.553 2.957 1.626
H -0.746 2.314 2.866
H -2.410 3.737 1.946
H -1.223 3.764 0.489
*
```

Summary:
* HOMO level: -12.1 eV
* energy relative to the best compared isomer or geometry (same formula, charge and spin): 308.6 kcal/mol

=====

(3)
Below is C4H8O2 in the gas phase, with properties calculated with ωB97M-V/def2-TZVPD.

Structure (ORCA input):
```
! wB97M-V def2-TZVPD RIJCOSX def2/J DEFGRID3
* xyz 0 1
O -1.574 -1.048 -0.536
C -0.268 -1.085 -0.954
C 0.429 -0.445 0.239
O 0.142 -1.065 1.372
C -0.341 1.200 0.252
C 1.184 0.772 0.276
H -1.216 0.279 -0.040
H -0.033 -0.518 -1.876
H 0.134 -2.105 -1.073
H -0.728 -1.492 1.134
H -0.639 1.574 1.230
H -0.517 1.883 -0.579
H 1.707 1.048 -0.636
H 1.721 1.002 1.193
*
```

Summary:
* HOMO level: -8.8 eV
* energy relative to the best compared isomer or geometry (same formula, charge and spin): 94.3 kcal/mol

=====

(4)
Below is a molecular structure, C4H9NP at a distorted geometry, with properties calculated with ωB97M-V/def2-TZVPD.

Structure (ORCA input):
```
! wB97M-V def2-TZVPD RIJCOSX def2/J DEFGRID3
* xyz 1 1
C -0.696 -0.413 -0.945
C 0.609 1.274 0.116
C -0.727 0.600 0.254
C 0.253 -1.168 -0.016
N -0.505 -0.541 1.095
P 1.788 -0.203 -0.022
H -1.659 -0.814 -1.203
H -0.223 -0.032 -1.810
H 0.809 2.055 -0.782
H 0.750 1.772 0.981
H -1.563 1.135 0.533
H 0.350 -2.213 -0.042
H -0.073 -0.342 2.041
H -1.417 -0.982 1.225
H 2.304 -0.128 -1.427
*
```

Summary:
* HOMO level: -13.5 eV
* energy relative to the best compared isomer or geometry (same formula, charge and spin): 40.4 kcal/mol

=====

In order of appearance, HOMO-LUMO gap = 9.140, 8.462, 9.612, 9.943 eV.